{
  "formula": "C30H24N3O3OsS",
  "method": "ωB97M-V/def2-TZVPD",
  "gap_ev": 6.25,
  "charge": -1,
  "homo_energy_ha": -0.135,
  "elements": ["Os", "O", "C", "C", "C", "C", "C", "C", "C", "N", "N", "C", "O", "C", "C", "C", "C", "C", "C", "H", "H", "H", "H", "H", "H", "H", "H", "H", "H", "S", "C", "C", "C", "C", "C", "C", "N", "C", "C", "C", "C", "C", "C", "C", "H", "H", "H", "H", "H", "H", "H", "H", "C", "O", "C", "C", "H", "H", "H", "H", "H", "H"],
  "xyz": [[-0.252, -0.037, -0.463], [1.274, -0.691, -1.696], [2.532, -0.688, -1.372], [3.418, -1.403, -2.223], [4.775, -1.423, -2.021], [5.346, -0.727, -0.948], [4.511, -0.037, -0.101], [3.117, 0.002, -0.264], [2.381, 0.735, 0.759], [1.111, 0.854, 0.812], [0.591, 1.494, 1.950], [-0.717, 1.404, 1.953], [-1.463, 0.878, 1.054], [-1.418, 1.978, 3.149], [-2.802, 2.095, 3.131], [-3.482, 2.571, 4.244], [-2.784, 2.916, 5.393], [-1.399, 2.809, 5.411], [-0.719, 2.351, 4.292], [2.963, -1.941, -3.046], [5.407, -1.981, -2.703], [6.416, -0.736, -0.785], [4.934, 0.508, 0.738], [2.953, 1.181, 1.573], [-3.332, 1.803, 2.234], [-4.561, 2.667, 4.216], [-3.316, 3.259, 6.272], [-0.847, 3.077, 6.304], [0.360, 2.266, 4.289], [-2.456, -3.674, 1.750], [-1.614, -2.988, 3.098], [-1.725, -3.305, 4.449], [-0.929, -2.621, 5.347], [-0.026, -1.650, 4.897], [0.087, -1.343, 3.555], [-0.733, -2.004, 2.642], [-0.749, -1.802, 1.266], [-1.590, -2.594, 0.673], [-1.822, -2.593, -0.773], [-2.445, -3.688, -1.387], [-2.596, -3.724, -2.756], [-2.092, -2.657, -3.513], [-1.473, -1.589, -2.901], [-1.337, -1.477, -1.493], [-2.417, -4.068, 4.784], [-0.995, -2.848, 6.403], [0.595, -1.126, 5.612], [0.787, -0.596, 3.205], [-2.779, -4.530, -0.787], [-3.063, -4.575, -3.236], [-2.186, -2.680, -4.594], [-1.074, -0.791, -3.519], [-2.792, 1.270, -2.183], [-1.438, 1.633, -2.487], [-0.481, 1.425, -1.545], [0.698, 2.283, -1.932], [-3.196, 0.721, -3.031], [-3.355, 2.192, -2.031], [-2.824, 0.645, -1.295], [0.406, 3.172, -2.501], [1.346, 1.659, -2.554], [1.264, 2.587, -1.052]],
  "nbo_charge": [0.733, -0.708, 0.468, -0.299, -0.195, -0.310, -0.148, -0.259, 0.101, -0.289, -0.470, 0.538, -0.683, -0.026, -0.194, -0.226, -0.223, -0.230, -0.194, 0.212, 0.197, 0.198, 0.193, 0.177, 0.235, 0.203, 0.200, 0.201, 0.232, 0.349, -0.248, -0.221, -0.227, -0.208, -0.229, 0.200, -0.518, 0.143, -0.123, -0.202, -0.279, -0.208, -0.242, -0.210, 0.210, 0.205, 0.207, 0.243, 0.194, 0.196, 0.193, 0.207, -0.256, -0.550, 0.431, -0.721, 0.182, 0.166, 0.221, 0.200, 0.239, 0.222]
}


{
  "formula": "C30H24NP2PtSbSe4Te",
  "method": "ωB97M-V/def2-TZVPD",
  "multiplicity": 5,
  "gap_ev": [6.53, 4.71],
  "charge": 0,
  "s2": 6.0307,
  "homo_energy_ha": [-0.273, -0.275],
  "elements": ["Pt", "Te", "C", "C", "C", "N", "C", "C", "C", "P", "C", "C", "C", "C", "C", "C", "C", "C", "C", "C", "C", "C", "P", "C", "C", "C", "C", "C", "C", "C", "C", "C", "C", "C", "C", "H", "H", "H", "H", "H", "H", "H", "H", "H", "H", "H", "H", "H", "H", "H", "H", "H", "H", "H", "H", "H", "H", "H", "H", "Se", "Sb", "Se", "Se", "Se"],
  "xyz": [[-1.734, -2.157, -0.854], [1.700, 1.460, -1.618], [1.646, 2.823, 0.025], [1.742, 2.323, 1.317], [1.656, 3.213, 2.378], [1.513, 4.526, 2.223], [1.461, 4.996, 0.982], [1.520, 4.191, -0.148], [0.306, 0.200, -0.674], [0.509, -1.583, -0.831], [1.650, -2.065, 0.499], [1.219, -3.002, 1.434], [2.033, -3.357, 2.499], [3.284, -2.774, 2.634], [3.717, -1.833, 1.709], [2.907, -1.477, 0.643], [1.399, -1.818, -2.392], [2.638, -2.440, -2.502], [3.233, -2.568, -3.749], [2.594, -2.089, -4.883], [1.350, -1.480, -4.779], [0.753, -1.346, -3.539], [-1.452, 0.544, -0.633], [-1.637, 2.347, -0.407], [-1.621, 3.135, -1.558], [-1.772, 4.510, -1.466], [-1.957, 5.100, -0.224], [-1.996, 4.320, 0.922], [-1.841, 2.944, 0.834], [-1.977, -0.178, 0.973], [-3.285, -0.674, 1.087], [-3.707, -1.252, 2.275], [-2.831, -1.358, 3.343], [-1.542, -0.847, 3.248], [-1.116, -0.254, 2.072], [1.888, 1.266, 1.499], [1.708, 2.858, 3.402], [1.354, 6.072, 0.890], [1.449, 4.630, -1.135], [0.239, -3.448, 1.325], [1.688, -4.089, 3.218], [3.925, -3.053, 3.461], [4.694, -1.378, 1.816], [3.246, -0.740, -0.075], [3.129, -2.825, -1.618], [4.198, -3.051, -3.832], [3.064, -2.197, -5.851], [0.843, -1.122, -5.666], [-0.228, -0.892, -3.447], [-1.511, 2.664, -2.528], [-1.768, 5.117, -2.362], [-2.080, 6.174, -0.149], [-2.155, 4.778, 1.890], [-1.882, 2.335, 1.728], [-3.978, -0.557, 0.262], [-4.715, -1.635, 2.359], [-3.160, -1.835, 4.257], [-0.865, -0.906, 4.092], [-0.123, 0.166, 1.992], [-6.049, -3.445, -0.173], [-4.001, -4.197, -1.294], [-3.150, -2.261, -2.820], [-2.180, -4.251, 0.506], [-3.944, -6.256, -2.586]],
  "nbo_charge": [0.375, 0.653, -0.201, -0.302, 0.047, -0.417, 0.046, -0.289, -1.035, 1.027, -0.416, -0.110, -0.227, -0.186, -0.215, -0.201, -0.401, -0.136, -0.222, -0.190, -0.192, -0.204, 0.952, -0.277, -0.227, -0.206, -0.203, -0.195, -0.226, -0.418, -0.212, -0.203, -0.178, -0.233, -0.139, 0.226, 0.195, 0.197, 0.227, 0.220, 0.223, 0.219, 0.221, 0.229, 0.218, 0.220, 0.220, 0.222, 0.229, 0.222, 0.218, 0.218, 0.222, 0.224, 0.240, 0.225, 0.221, 0.220, 0.209, -0.147, 0.900, -0.419, -0.482, -0.578]
}


{
  "formula": "C30H25AuNO4Te",
  "method": "ωB97M-V/def2-TZVPD",
  "gap_ev": 6.85,
  "charge": -1,
  "homo_energy_ha": -0.167,
  "elements": ["Au", "C", "C", "C", "C", "C", "O", "C", "C", "C", "C", "C", "C", "C", "O", "C", "C", "C", "N", "C", "C", "Te", "C", "C", "C", "C", "C", "C", "C", "C", "C", "C", "C", "C", "H", "H", "H", "H", "H", "H", "H", "H", "H", "H", "H", "H", "H", "H", "H", "H", "H", "H", "H", "H", "H", "H", "H", "H", "O", "C", "O", "H"],
  "xyz": [[-1.239, 2.133, 2.371], [1.579, -3.814, -0.908], [0.889, -2.736, -0.107], [-0.417, -2.872, 0.335], [-1.040, -1.900, 1.104], [-2.427, -2.122, 1.575], [-2.825, -1.818, 2.680], [-3.406, -2.781, 0.624], [-3.290, -2.757, -0.764], [-4.231, -3.399, -1.558], [-5.301, -4.061, -0.977], [-5.445, -4.062, 0.404], [-4.504, -3.424, 1.194], [-0.332, -0.703, 1.514], [-0.884, 0.087, 2.340], [0.997, -0.531, 0.962], [1.558, -1.568, 0.214], [1.781, 0.693, 1.153], [1.332, 1.690, 1.820], [2.099, 2.925, 1.897], [2.185, 3.729, 0.587], [0.347, 4.628, -0.117], [-0.315, 3.023, -1.348], [-1.558, 2.442, -1.107], [-1.952, 1.312, -1.809], [-1.119, 0.767, -2.776], [0.073, 1.403, -3.090], [0.470, 2.533, -2.384], [3.154, 0.722, 0.520], [4.294, 0.690, 1.316], [5.558, 0.773, 0.749], [5.704, 0.885, -0.625], [4.572, 0.895, -1.429], [3.312, 0.810, -0.860], [0.895, -4.641, -1.108], [2.446, -4.209, -0.374], [1.934, -3.429, -1.867], [-0.947, -3.794, 0.123], [-2.474, -2.216, -1.225], [-4.124, -3.387, -2.636], [-6.029, -4.566, -1.601], [-6.287, -4.563, 0.865], [-4.597, -3.397, 2.272], [2.579, -1.474, -0.135], [3.129, 2.715, 2.212], [1.635, 3.538, 2.674], [2.567, 3.116, -0.224], [2.871, 4.564, 0.735], [-2.216, 2.863, -0.353], [-2.909, 0.856, -1.584], [-1.403, -0.144, -3.290], [0.699, 1.015, -3.886], [1.397, 3.036, -2.637], [4.190, 0.592, 2.391], [6.434, 0.754, 1.386], [6.689, 0.969, -1.067], [4.670, 0.971, -2.506], [2.429, 0.804, -1.481], [-4.008, 3.217, 1.928], [-3.324, 4.089, 2.454], [-2.073, 4.061, 2.742], [-3.793, 5.069, 2.692]],
  "nbo_charge": [0.669, -0.615, -0.136, -0.095, -0.298, 0.553, -0.519, -0.160, -0.129, -0.247, -0.210, -0.226, -0.160, 0.538, -0.757, -0.263, -0.140, 0.354, -0.471, -0.273, -0.631, 0.468, -0.236, -0.250, -0.153, -0.233, -0.230, -0.259, -0.105, -0.162, -0.235, -0.213, -0.220, -0.217, 0.205, 0.204, 0.204, 0.195, 0.215, 0.205, 0.203, 0.206, 0.234, 0.203, 0.184, 0.208, 0.222, 0.219, 0.250, 0.213, 0.206, 0.204, 0.212, 0.212, 0.207, 0.205, 0.209, 0.234, -0.693, 0.638, -0.793, 0.052]
}


{
  "formula": "C30H25BF8O2S",
  "method": "ωB97M-V/def2-TZVPD",
  "gap_ev": 3.05,
  "charge": 0,
  "homo_energy_ha": -0.219,
  "elements": ["C", "C", "C", "C", "C", "B", "C", "C", "C", "C", "F", "F", "F", "C", "C", "C", "F", "F", "F", "C", "O", "C", "C", "O", "S", "H", "H", "H", "H", "H", "H", "H", "H", "H", "H", "H", "H", "C", "C", "C", "F", "C", "C", "C", "C", "C", "C", "F", "C", "C", "C", "C", "C", "C", "H", "H", "H", "H", "H", "H", "H", "H", "H", "H", "H", "H", "H"],
  "xyz": [[2.008, 0.809, -6.475], [1.291, 0.648, -5.185], [0.082, 1.229, -4.818], [-0.249, 1.037, -3.454], [0.757, 0.419, -2.688], [1.862, 2.414, 1.769], [0.939, -0.063, -1.424], [2.074, -0.792, -0.983], [1.877, -2.145, -0.881], [3.096, -3.026, -0.754], [2.818, -4.163, -0.042], [3.564, -3.414, -1.981], [4.113, -2.375, -0.098], [0.564, -2.662, -0.971], [-0.497, -1.815, -0.916], [-1.872, -2.300, -1.286], [-2.708, -1.288, -1.708], [-1.844, -3.218, -2.287], [-2.503, -2.876, -0.209], [-0.327, -0.350, -0.745], [3.148, 2.061, 1.648], [3.742, 3.191, 0.776], [2.609, 4.204, 0.559], [1.418, 3.619, 1.353], [1.957, -0.177, -3.848], [1.296, 1.023, -7.278], [2.733, 1.634, -6.422], [2.561, -0.104, -6.714], [-0.510, 1.799, -5.536], [-1.132, 1.462, -2.982], [3.060, -0.366, -0.821], [0.412, -3.741, -1.054], [-1.165, 0.125, -1.259], [4.596, 3.583, 1.324], [4.055, 2.720, -0.167], [2.824, 5.194, 0.969], [2.306, 4.246, -0.496], [0.059, -4.324, 4.185], [0.059, -3.060, 3.403], [-1.008, -2.175, 3.473], [-2.051, -2.495, 4.303], [-1.071, -0.998, 2.739], [-0.069, -0.721, 1.793], [-0.223, 0.307, 0.612], [-1.501, 1.128, 0.846], [-2.662, 0.361, 0.841], [-3.861, 0.927, 1.211], [-4.955, 0.111, 1.355], [-3.978, 2.290, 1.475], [-5.290, 2.824, 1.932], [-2.845, 3.081, 1.290], [-1.594, 2.506, 1.037], [1.122, -1.438, 1.942], [1.154, -2.644, 2.639], [0.781, -5.029, 3.764], [0.338, -4.176, 5.236], [-0.926, -4.800, 4.179], [-1.933, -0.358, 2.911], [0.624, 0.994, 0.663], [-2.613, -0.712, 0.640], [-5.254, 3.916, 1.947], [-6.109, 2.509, 1.271], [-5.548, 2.489, 2.949], [-2.958, 4.167, 1.393], [-0.704, 3.138, 0.993], [2.030, -1.065, 1.468], [2.030, -3.295, 2.591]],
  "nbo_charge": [-0.644, -0.165, -0.265, -0.195, -0.223, 1.031, 0.050, -0.212, -0.160, 0.978, -0.327, -0.323, -0.329, -0.207, -0.036, 0.954, -0.332, -0.319, -0.329, -0.278, -0.748, -0.132, -0.126, -0.763, 0.443, 0.229, 0.233, 0.231, 0.229, 0.231, 0.255, 0.248, 0.259, 0.207, 0.201, 0.208, 0.203, -0.629, -0.113, 0.453, -0.344, -0.306, 0.012, -0.337, 0.089, -0.342, 0.456, -0.339, -0.115, -0.627, -0.182, -0.268, -0.224, -0.193, 0.216, 0.224, 0.229, 0.240, 0.229, 0.237, 0.213, 0.227, 0.227, 0.212, 0.240, 0.220, 0.218]
}


Number 1: calculated total energy -2036.5226 a.u.. Number 2: calculated total energy -12128.3185 a.u.. Number 3: calculated total energy -1917.6761 a.u.. Number 4: calculated total energy -2530.4813 a.u..